No. 1
Molecular formula: C20H20N5S4SbV
Method: DFT, the ωB97M-V functional and the def2-TZVPD basis

E_LUMO (alpha / beta)   -1.91 / -1.84 eV
<S²>   0.7993
Energy above the lowest of the compared OMol25 structures with the same formula, charge and spin   0.000 eV
Spin multiplicity   2
Orbital gap (alpha / beta)   4.6 / 4.8 eV

Cartesian coordinates (Å):
1 V 0.48277 0.48382 0.83257
2 C -2.83734 -0.76513 3.20299
3 C -1.95661 -0.19730 2.15681
4 N -0.69648 -0.39197 2.13934
5 N -0.16579 -1.07872 3.22542
6 C 0.26743 -2.35739 3.09027
7 N 1.01955 -2.76311 4.13387
8 S -0.15420 -3.30509 1.79817
9 C -2.43597 0.72003 1.09273
10 C -3.73230 1.13841 0.95227
11 C -4.01932 2.07972 -0.03350
12 C -2.99651 2.55158 -0.82469
13 C -1.70919 2.06988 -0.62299
14 N -1.44627 1.16746 0.31495
15 H -2.71266 -0.21460 4.13796
16 H -3.88524 -0.71248 2.91460
17 H -2.56084 -1.80402 3.37408
18 H -0.01688 -0.52558 4.05375
19 H 1.50080 -2.08519 4.70299
20 H 1.46418 -3.65774 4.01731
21 H -4.50874 0.75419 1.59772
22 H -5.03111 2.43956 -0.16752
23 H -3.17635 3.29025 -1.59231
24 H -0.86768 2.41240 -1.21111
25 S 4.15657 3.19247 1.46319
26 Sb 2.87716 1.89689 2.80975
27 S 0.56707 2.41595 1.96378
28 S 2.54704 -0.22370 1.59247
29 C 0.44663 -3.86683 -1.79207
30 C 1.71772 -3.28617 -1.76276
31 C 1.86464 -1.94036 -1.49706
32 C 0.73568 -1.15806 -1.25219
33 C -0.52655 -1.73148 -1.29013
34 C -0.67270 -3.08975 -1.55752
35 N 0.89158 0.22559 -0.92464
36 C 1.45673 1.10180 -1.89757
37 C 1.33732 0.81898 -3.25809
38 C 1.85953 1.69566 -4.19517
39 C 2.51448 2.85283 -3.78960
40 C 2.63668 3.12545 -2.43391
41 C 2.10766 2.25938 -1.48703
42 H 0.33791 -4.92506 -1.99632
43 H 2.59564 -3.89372 -1.93908
44 H 2.84178 -1.47707 -1.45737
45 H -1.39651 -1.10582 -1.13378
46 H -1.66102 -3.53351 -1.57651
47 H 0.83154 -0.08432 -3.57672
48 H 1.75535 1.47002 -5.24903
49 H 2.93424 3.52840 -4.52455
50 H 3.16758 4.00559 -2.08906
51 H 2.25100 2.47786 -0.43472

No. 2
Molecular formula: C12H22Be2Br4Cl2FNO7RbS
Method: DFT, the ωB97M-V functional and the def2-TZVPD basis

E_LUMO   -6.52 eV
Orbital gap   1.0 eV
Total charge   +1

Cartesian coordinates (Å):
1 C -1.96842 3.81775 7.79313
2 C -2.16195 2.91303 6.51655
3 O -0.88047 2.38070 6.04881
4 C -0.92668 2.37852 4.62725
5 C 0.24332 1.49666 3.99224
6 O -0.15328 0.15056 3.71620
7 O 0.84830 -0.31850 2.88955
8 S 0.14317 -1.08774 1.51631
9 O -1.01857 -1.83380 1.98513
10 O 1.38075 -2.10379 1.11032
11 C 1.01372 -2.98161 0.01866
12 O 0.23221 -2.22793 -0.92576
13 C -0.00427 -2.92491 -2.09844
14 C -1.26870 -2.63246 -2.80656
15 C -1.60891 -3.27659 -4.07907
16 C -0.68370 -4.24306 -4.70481
17 C 0.55589 -4.55785 -3.99089
18 C 0.87786 -3.90307 -2.72122
19 H -2.20612 4.88860 7.52432
20 H -0.90367 3.79865 8.18498
21 H -2.72592 3.48077 8.57237
22 H -2.61962 3.51036 5.67678
23 H -2.82611 2.05059 6.79632
24 H -0.85774 3.47709 4.28561
25 H -1.91350 1.94922 4.31381
26 H 1.16842 1.47637 4.68401
27 H 0.48964 1.96224 2.97185
28 H 1.99136 -3.34078 -0.39052
29 H 0.42247 -3.81207 0.50277
30 H -1.99620 -1.89194 -2.40724
31 H -2.56323 -3.01095 -4.60611
32 H -0.93670 -4.70479 -5.68521
33 H 1.24172 -5.29619 -4.45571
34 H 1.84578 -4.18206 -2.25414
35 Rb 1.63970 3.59974 2.76695
36 Cl 1.06096 -0.46159 -2.21483
37 N -1.10365 -1.31823 -6.93438
38 H -1.41409 -1.55350 -7.87991
39 H -1.28491 -2.11335 -6.30021
40 H -0.09672 -1.11555 -6.94298
41 H -1.61244 -0.49579 -6.60216
42 C 2.17801 1.21963 -6.54677
43 Br 2.99073 -0.07315 -7.73802
44 Br 1.83365 0.46293 -4.79024
45 Br 3.22234 2.85554 -6.42016
46 H 1.22204 1.49260 -6.98255
47 O -4.36072 3.93927 9.80440
48 H -4.57656 3.15460 10.31327
49 Be 5.79874 2.75912 -5.98191
50 F 2.81696 -1.22598 -0.90020
51 Cl 4.05335 0.05794 -3.27018
52 Be 0.33127 5.13169 7.81377
53 Br 5.07049 2.28307 -3.79520

No. 3
Molecular formula: C18H24N4ORuS2
Method: DFT, the ωB97M-V functional and the def2-TZVPD basis

E_LUMO (alpha / beta)   -3.98 / -3.85 eV
<S²>   0.7620
Energy above the lowest of the compared OMol25 structures with the same formula, charge and spin   0.888 eV
Spin multiplicity   2
Orbital gap (alpha / beta)   6.6 / 6.7 eV
Total charge   +1

Cartesian coordinates (Å):
1 Ru 0.01720 -0.11593 -0.21179
2 C -1.50602 2.18681 -1.41583
3 N -1.71641 1.50752 -0.11074
4 C -3.01543 0.83735 -0.04536
5 C -2.90591 -0.45212 0.73540
6 N -1.86870 -1.33297 0.17660
7 C -2.21249 -1.79310 -1.19390
8 C -1.56820 -2.48076 1.02170
9 C -2.53929 -3.10966 1.78675
10 C -2.22024 -4.24049 2.52291
11 C -0.92934 -4.74707 2.49096
12 C 0.03929 -4.11863 1.72564
13 C -0.27700 -2.97943 0.99164
14 S 0.97373 -2.21561 0.02553
15 C -1.53583 2.45867 0.97589
16 C -2.38627 3.55391 1.09805
17 C -2.21045 4.47343 2.11550
18 C -1.17617 4.29220 3.02753
19 C -0.32902 3.20711 2.90480
20 C -0.50055 2.28486 1.86957
21 S 0.62840 0.93886 1.76013
22 H -2.33325 2.85880 -1.66521
23 H -1.40501 1.44576 -2.20743
24 H -0.59503 2.77685 -1.35980
25 H -3.36812 0.64801 -1.05922
26 H -3.76011 1.46158 0.45106
27 H -3.89027 -0.92909 0.71202
28 H -2.63839 -0.24706 1.77274
29 H -3.22706 -2.20062 -1.21171
30 H -1.51202 -2.56825 -1.49221
31 H -2.14486 -0.97297 -1.90788
32 H -3.55487 -2.73784 1.81057
33 H -2.98485 -4.72238 3.11624
34 H -0.67830 -5.63628 3.05297
35 H 1.05607 -4.48800 1.69604
36 H -3.18864 3.68872 0.38197
37 H -2.86950 5.32674 2.19475
38 H -1.02824 4.99797 3.83362
39 H 0.47822 3.05558 3.61054
40 C 2.86958 3.41830 -3.45341
41 N 2.17596 2.17292 -3.17628
42 C 1.76727 1.75275 -1.97577
43 N 2.01639 2.52245 -0.89953
44 O 1.12190 0.67217 -1.89109
45 H 3.19377 3.40694 -4.48928
46 H 3.75658 3.52334 -2.82735
47 H 2.21847 4.28170 -3.30726
48 H 1.91215 1.57763 -3.94424
49 H 2.67150 3.28351 -0.94944
50 H 1.85388 2.10835 0.01348

Result set for energy: -104083.2665 -348818.6600 -51311.7537 eV, one per record in the order listed.